The following is a quantum chemistry calculation of a molecular structure, C15H20BF4OTl at a distorted geometry, from the OMol25 dataset.

The geometry in XYZ format:
```
42
C15H20BF4OTl the ωB97M-V functional and the def2-TZVPD basis
Tl -1.2423 0.5254 1.6973
F -0.6231 2.0162 3.9908
F -0.3938 -0.2877 4.0880
F 1.2696 1.0799 5.0005
F -0.7995 0.9026 6.0671
O -0.7712 0.6518 -1.4864
C 1.5292 1.4316 -0.5732
C -0.6333 -2.4955 2.4356
C -0.2596 -1.0985 -3.1251
C 1.1548 2.2741 0.5086
C 0.7788 -2.3519 2.4229
C 1.2185 -2.4794 1.0760
C 1.7066 1.7228 1.6959
C 2.4306 0.5488 1.3425
C -2.1225 1.2177 -1.5862
C 0.0775 -2.6613 0.2543
C -0.1275 1.3853 -3.7115
C -0.7949 0.3001 -2.8773
C 2.3020 0.3540 -0.0578
C -1.0752 -2.6913 1.0936
C -2.3479 0.5129 -2.9236
B -0.0993 0.9400 4.8464
H 0.0908 -2.8024 -0.8238
H 0.9218 1.1598 -3.8757
H -0.2247 2.3787 -3.2524
H 2.2503 -2.4616 0.7285
H 1.3062 1.5979 -1.6188
H 1.4177 -2.1801 3.2865
H -1.2708 -2.4701 3.3154
H -2.9076 -0.4376 -2.8412
H -2.8488 0.9061 -0.8090
H 0.7970 -1.0145 -3.3751
H -2.1039 -2.8424 0.7619
H -2.7059 1.2060 -3.6856
H -1.9976 2.3185 -1.5967
H -0.7566 -1.5854 -3.9720
H -0.3667 -1.7354 -2.2417
H 0.5357 3.1675 0.4349
H -0.5909 1.4398 -4.6947
H 2.7365 -0.4508 -0.6484
H 1.5714 2.1053 2.6993
H 2.9685 -0.0970 2.0300
```

Output
Net charge: -2
Orbital gap in hartree: 0.1600
Energy in Ha: -1255.73392